Entry 1:
{
  "formula": "C23H43Br15FN3O2PS2",
  "method": "ωB97M-V/def2-TZVPD",
  "symbols": ["C", "N", "C", "C", "C", "C", "C", "C", "C", "Br", "N", "S", "O", "O", "F", "N", "C", "P", "S", "H", "H", "H", "H", "H", "H", "H", "H", "H", "H", "H", "H", "H", "H", "H", "Br", "C", "C", "Br", "H", "H", "H", "H", "Br", "C", "C", "Br", "H", "H", "H", "H", "Br", "C", "C", "Br", "H", "H", "H", "H", "Br", "C", "C", "Br", "H", "H", "H", "H", "Br", "C", "C", "Br", "H", "H", "H", "H", "Br", "C", "C", "Br", "H", "H", "H", "H", "Br", "C", "C", "Br", "H", "H", "H", "H"],
  "positions_angstrom": [[0.693, -2.942, -0.189], [1.945, -2.601, -0.852], [2.036, -1.296, -1.518], [0.886, -0.369, -1.245], [-0.291, -0.474, -1.950], [-1.339, 0.397, -1.695], [-2.629, 0.255, -2.450], [-3.640, -0.728, -1.852], [-4.881, -0.817, -2.745], [-2.889, -2.520, -1.668], [-1.106, 1.343, -0.763], [-2.302, 2.582, -0.383], [-2.467, 3.324, -1.567], [-1.887, 3.199, 0.803], [-3.512, 1.687, -0.094], [0.001, 1.519, -0.072], [0.968, 0.675, -0.291], [2.480, 0.990, 0.735], [2.058, 1.951, 2.348], [-0.143, -2.964, -0.887], [0.457, -2.324, 0.689], [0.776, -3.960, 0.184], [2.739, -2.762, -0.253], [2.108, -1.415, -2.598], [2.959, -0.811, -1.199], [-0.399, -1.232, -2.713], [-3.110, 1.216, -2.631], [-2.357, -0.135, -3.433], [-3.969, -0.453, -0.856], [-5.409, -1.734, -2.498], [-4.591, -0.856, -3.794], [-5.545, 0.019, -2.526], [3.348, 1.722, -0.078], [3.042, -0.264, 1.010], [-4.958, 5.248, 6.427], [-3.796, 4.970, 4.896], [-3.883, 3.558, 4.382], [-2.918, 2.314, 5.521], [-2.792, 5.237, 5.209], [-4.140, 5.672, 4.139], [-3.411, 3.481, 3.407], [-4.907, 3.201, 4.322], [-1.071, -5.659, 0.408], [-0.954, -6.680, 2.062], [-1.636, -5.963, 3.197], [-0.552, -4.486, 3.852], [0.100, -6.853, 2.250], [-1.444, -7.628, 1.851], [-1.760, -6.630, 4.047], [-2.600, -5.551, 2.918], [4.898, 7.046, 0.631], [3.552, 6.549, -0.678], [2.385, 5.850, -0.031], [2.789, 3.997, 0.474], [4.048, 5.932, -1.420], [3.232, 7.482, -1.137], [1.553, 5.779, -0.729], [2.056, 6.337, 0.880], [7.927, 2.247, 3.134], [6.077, 2.493, 3.674], [5.562, 1.321, 4.465], [5.176, -0.205, 3.323], [5.504, 2.667, 2.768], [6.069, 3.392, 4.286], [4.616, 1.572, 4.938], [6.264, 0.974, 5.216], [2.953, 0.716, -3.883], [4.179, 0.393, -5.366], [4.055, -1.025, -5.850], [4.923, -2.272, -4.635], [5.174, 0.638, -5.009], [3.889, 1.095, -6.143], [4.560, -1.145, -6.804], [3.023, -1.344, -5.947], [-7.321, -1.962, 5.832], [-6.546, -1.072, 7.379], [-5.285, -0.334, 7.022], [-3.780, -1.543, 6.787], [-6.384, -1.836, 8.132], [-7.307, -0.377, 7.724], [-4.993, 0.334, 7.829], [-5.376, 0.233, 6.102], [3.388, -3.552, -8.150], [1.562, -4.151, -7.860], [0.559, -3.191, -8.439], [0.368, -1.598, -7.329], [1.441, -4.283, -6.789], [1.494, -5.118, -8.353], [-0.429, -3.643, -8.467], [0.831, -2.849, -9.432]],
  "energy_ev": -1117419.3239,
  "charge": 1,
  "gap_ev": 5.581
}

Entry 2:
{
  "formula": "C23H43BrCl2IrN3O4Si",
  "method": "ωB97M-V/def2-TZVPD",
  "symbols": ["C", "C", "H", "H", "H", "C", "C", "H", "H", "H", "H", "Ir", "Cl", "C", "O", "N", "C", "C", "H", "H", "H", "H", "H", "H", "H", "H", "H", "C", "C", "N", "H", "C", "O", "H", "H", "H", "H", "H", "H", "C", "C", "N", "H", "C", "O", "H", "H", "H", "H", "O", "C", "C", "C", "H", "C", "H", "C", "H", "C", "C", "H", "H", "H", "Si", "Cl", "C", "C", "C", "H", "H", "H", "H", "H", "H", "H", "H", "H", "Br"],
  "positions_angstrom": [[-1.844, -0.417, -5.027], [-1.341, -1.607, -4.247], [-1.485, -0.436, -6.055], [-1.468, 0.487, -4.522], [-2.936, -0.381, -4.991], [-0.735, -2.687, -4.713], [-0.492, -2.887, -6.177], [-0.307, -3.426, -4.029], [-0.217, -1.939, -6.667], [-1.408, -3.272, -6.644], [0.318, -3.605, -6.311], [-0.281, 1.143, 0.212], [0.815, 4.088, 0.040], [-0.671, -1.625, 1.541], [0.177, -0.854, 1.064], [-0.295, -2.693, 2.243], [1.125, -3.020, 2.307], [-1.233, -3.588, 2.921], [-1.779, -1.477, 1.453], [1.722, -2.101, 2.365], [1.423, -3.604, 1.419], [1.289, -3.631, 3.197], [-2.250, -3.195, 2.821], [-0.976, -3.672, 3.984], [-1.192, -4.598, 2.483], [1.137, 2.815, 4.806], [-1.119, 4.295, 4.635], [1.234, 2.912, 3.731], [-0.795, 4.412, 3.599], [-0.077, 3.208, 3.187], [1.604, 1.971, 3.293], [-0.542, 2.332, 2.330], [0.178, 1.270, 2.169], [-1.673, 4.526, 2.946], [-1.525, 2.551, 1.794], [1.914, 3.732, 3.479], [-0.127, 5.276, 3.483], [1.679, 0.353, -3.799], [2.687, -2.394, -3.320], [2.628, 0.470, -3.246], [3.351, -1.814, -2.658], [2.713, -0.565, -2.222], [2.680, 1.460, -2.778], [2.272, -0.380, -0.960], [1.816, 0.703, -0.483], [3.631, -2.431, -1.800], [2.428, -1.266, -0.319], [3.469, 0.330, -3.928], [4.253, -1.582, -3.244], [-0.182, -0.343, -3.109], [-1.194, -1.242, -2.768], [0.198, -3.054, -1.594], [-1.015, -2.425, -1.780], [1.086, -2.565, -2.016], [0.290, -4.306, -0.975], [-2.191, -0.843, -2.450], [-2.166, -3.022, -1.201], [1.247, -4.807, -0.911], [-0.870, -4.929, -0.466], [-2.083, -4.270, -0.577], [-3.126, -2.524, -1.298], [-0.787, -5.923, 0.006], [-2.991, -4.743, -0.176], [-0.168, 3.833, -1.901], [-0.709, 1.702, -1.933], [1.582, 4.352, -2.595], [-1.761, 4.473, -0.908], [-0.942, 4.731, -3.422], [2.386, 3.667, -2.302], [1.851, 5.377, -2.230], [1.560, 4.432, -3.700], [-0.383, 4.507, -4.343], [-0.896, 5.848, -3.282], [-1.984, 4.460, -3.540], [-2.066, 3.777, -0.120], [-2.633, 4.582, -1.566], [-1.623, 5.460, -0.448], [-2.719, 0.679, 0.179]],
  "energy_ev": -143008.1372,
  "charge": 0,
  "relative_energy_kj_mol": 0.00,
  "gap_ev": [6.297, 5.836],
  "multiplicity": 5
}

Entry 3:
{
  "formula": "C23H43Cl2F5N3O5SiTbTe",
  "method": "ωB97M-V/def2-TZVPD",
  "symbols": ["C", "C", "H", "H", "H", "C", "C", "H", "H", "H", "H", "Tb", "Cl", "C", "O", "N", "C", "C", "H", "H", "H", "H", "H", "H", "H", "H", "H", "C", "C", "N", "H", "C", "O", "H", "H", "H", "H", "H", "H", "C", "C", "N", "H", "C", "O", "H", "H", "H", "H", "O", "C", "C", "C", "H", "C", "H", "C", "H", "C", "C", "H", "H", "H", "Si", "Cl", "C", "C", "C", "H", "H", "H", "H", "H", "H", "H", "H", "H", "F", "Te", "F", "F", "F", "F", "O"],
  "positions_angstrom": [[-2.687, 4.731, -2.196], [-2.730, 3.380, -1.502], [-3.729, 5.068, -2.317], [-2.255, 4.650, -3.210], [-2.174, 5.517, -1.615], [-3.837, 2.632, -1.574], [-5.101, 2.967, -2.275], [-3.923, 1.709, -1.000], [-4.959, 2.921, -3.367], [-5.546, 3.933, -1.980], [-5.818, 2.204, -1.947], [1.696, -2.155, -0.274], [3.588, -1.398, -1.953], [-0.464, -2.412, 1.986], [0.010, -3.075, 1.009], [-0.774, -2.975, 3.143], [-0.374, -4.348, 3.428], [-1.427, -2.173, 4.167], [-0.576, -1.312, 1.953], [0.690, -4.491, 3.191], [-0.985, -5.050, 2.836], [-0.570, -4.507, 4.493], [-0.850, -1.255, 4.338], [-1.484, -2.777, 5.074], [-2.433, -1.905, 3.816], [6.501, -3.889, 3.200], [6.993, -1.763, 3.119], [5.666, -3.933, 2.489], [6.313, -1.500, 2.308], [5.312, -2.549, 2.167], [4.812, -4.432, 2.954], [4.302, -2.304, 1.331], [3.476, -3.175, 0.941], [5.785, -0.571, 2.529], [4.236, -1.260, 0.969], [5.973, -4.495, 1.590], [6.876, -1.372, 1.373], [-1.063, -0.550, -3.979], [-3.217, -0.840, -2.865], [-0.904, -1.634, -4.024], [-3.071, -1.933, -2.884], [-1.658, -2.254, -2.942], [0.164, -1.850, -3.894], [-1.060, -3.054, -2.041], [0.184, -3.205, -1.950], [-3.541, -2.357, -1.990], [-1.799, -3.544, -1.383], [-1.307, -2.026, -4.977], [-3.616, -2.305, -3.764], [-0.532, 2.347, -1.538], [-1.568, 2.816, -0.683], [-2.205, 0.382, -0.357], [-1.984, 1.639, 0.209], [-1.927, 0.220, -1.399], [-2.861, -0.598, 0.385], [-1.167, 3.648, -0.072], [-2.266, 1.890, 1.548], [-3.064, -1.560, -0.087], [-3.271, -0.309, 1.678], [-2.976, 0.934, 2.268], [-1.988, 2.874, 1.939], [-3.838, -1.064, 2.226], [-3.328, 1.173, 3.272], [0.919, 2.845, -2.046], [0.290, -0.505, -1.213], [1.318, 1.773, -3.555], [2.300, 2.353, -0.845], [0.821, 4.639, -2.376], [0.461, 1.687, -4.235], [1.660, 0.747, -3.348], [2.147, 2.334, -4.016], [-0.141, 4.902, -2.857], [1.656, 4.943, -3.021], [0.931, 5.148, -1.409], [2.146, 2.767, 0.158], [3.189, 2.835, -1.284], [2.530, 1.272, -0.761], [3.723, 1.197, 1.874], [2.034, 0.648, 2.641], [2.756, -0.717, 3.787], [0.338, 0.306, 3.479], [2.364, 1.868, 4.039], [1.086, 2.075, 1.784], [1.809, -0.594, 1.311]],
  "energy_ev": -115501.8322,
  "charge": 0,
  "relative_energy_kj_mol": 154.47,
  "gap_ev": [7.112, 7.164],
  "multiplicity": 7
}

- Number 1 is which compound?
  C23H43Br15FN3O2PS2